(1)
{
  "formula": "C5H9N",
  "method": "ωB97M-V with the def2-TZVPD basis set",
  "elements": ["C", "C", "C", "C", "C", "N", "H", "H", "H", "H", "H", "H", "H", "H", "H"],
  "positions_angstrom": [[2.16143, -0.84289, -0.56785], [1.45363, -0.11710, 0.29005], [-0.00483, -0.11055, 0.26921], [-0.71833, -0.78995, -0.87708], [-0.71956, 0.63413, 1.13867], [-1.94223, 1.25947, 0.87620], [1.63476, -1.63223, -1.09547], [3.17941, -0.68461, -0.87828], [2.00163, 0.54380, 0.95977], [-1.78333, -0.55519, -0.82192], [-0.61582, -1.87245, -0.81011], [-0.39668, -0.40025, -1.84575], [-0.14470, 0.93067, 2.01501], [-2.00706, 1.55224, -0.08847], [-2.09830, 2.08491, 1.43604]],
  "forces_ev_per_angstrom": [[-0.44, -0.59, -0.68], [0.45, -0.26, 0.52], [-1.04, -0.25, 0.05], [-0.33, 0.80, 0.07], [1.72, 0.72, -0.45], [-0.25, -0.13, 0.25], [0.12, 0.22, -0.39], [0.36, -0.04, 0.61], [-0.38, 0.28, -0.10], [-0.01, -0.24, 0.11], [0.12, -0.01, -0.25], [0.28, -0.36, -0.06], [-0.50, 0.40, 0.13], [-0.12, -0.28, -0.09], [0.02, -0.24, 0.27]],
  "mulliken_charge": [-0.778, -0.287, 0.611, -1.516, -0.112, -0.587, 0.233, 0.260, 0.247, 0.397, 0.364, 0.374, 0.306, 0.216, 0.270],
  "lumo_ev": 0.95,
  "de_lowest_kcal_mol": 34.17,
  "energy_ev": -6819.5133,
  "smiles": "C=C/C(C)=C/N",
  "gap_ev": 8.5160,
  "multiplicity": 1,
  "total_charge": 0
}

---

(2)
{
  "formula": "C5H9N",
  "method": "ωB97M-V with the def2-TZVPD basis set",
  "elements": ["C", "C", "N", "H", "H", "H", "C", "C", "C", "H", "H", "H", "H", "H", "H"],
  "positions_angstrom": [[-2.02430, 1.70114, -0.06125], [-1.73918, 0.72772, -0.89437], [-1.53932, -0.17910, -1.69501], [-1.88325, 2.73356, -0.35817], [-2.42134, 1.47981, 0.92267], [-0.58359, -0.54399, -1.64962], [1.72466, -0.75716, -0.76789], [1.21550, -0.18368, 0.32167], [0.48917, -0.91139, 1.41419], [1.64685, -1.83111, -0.93341], [2.25323, -0.18050, -1.52253], [1.32341, 0.89344, 0.45332], [-0.48386, -0.44633, 1.61028], [1.05839, -0.87103, 2.35091], [0.32747, -1.96329, 1.15777]],
  "forces_ev_per_angstrom": [[-0.01, -0.10, -0.11], [0.07, -0.25, -0.22], [-0.10, 0.51, 0.46], [0.00, -0.15, 0.01], [0.05, -0.01, -0.15], [-0.07, 0.03, 0.00], [-0.03, 0.08, 0.16], [0.11, -0.08, -0.15], [-0.02, -0.05, 0.02], [-0.01, 0.14, 0.05], [-0.08, -0.06, 0.12], [0.00, -0.15, -0.04], [0.15, -0.07, -0.03], [-0.08, 0.02, -0.13], [0.04, 0.15, 0.03]],
  "mulliken_charge": [-0.872, 0.607, -0.598, 0.247, 0.266, 0.365, -0.862, 0.050, -0.834, 0.297, 0.285, 0.277, 0.178, 0.314, 0.279],
  "lumo_ev": 1.05,
  "de_lowest_kcal_mol": 47.35,
  "energy_ev": -6818.9416,
  "smiles": "C=C=N.C=CC",
  "gap_ev": 10.1224,
  "multiplicity": 1,
  "total_charge": 0
}

---

(3)
{
  "formula": "C5H9N",
  "method": "ωB97M-V with the def2-TZVPD basis set",
  "elements": ["C", "C", "C", "C", "N", "C", "H", "H", "H", "H", "H", "H", "H", "H", "H"],
  "positions_angstrom": [[0.16241, 2.36684, -0.91568], [0.00848, 1.46997, 0.05013], [0.17794, 0.00390, -0.08307], [0.77990, -0.60662, -1.11393], [-0.21756, -0.70799, 1.04015], [-0.69224, -2.08703, 0.91743], [0.02351, 3.39922, -0.62966], [0.43770, 2.17000, -1.93617], [-0.30599, 1.80148, 1.03363], [0.83009, -1.69019, -1.10995], [1.10991, -0.18668, -2.04845], [-0.60316, -0.17171, 1.78036], [-1.23796, -2.18922, -0.02100], [-1.41103, -2.28335, 1.70844], [0.16776, -2.75043, 0.96134]],
  "forces_ev_per_angstrom": [[-0.09, 0.40, 0.75], [0.05, -0.48, -0.47], [0.72, 0.22, 0.11], [-0.52, -0.84, -0.28], [-0.31, -0.45, -0.41], [0.19, 1.01, 0.04], [-0.05, 0.18, -0.25], [0.07, -0.29, -0.13], [0.07, 0.13, 0.04], [0.13, 0.04, 0.11], [-0.05, 0.61, 0.16], [-0.39, 0.30, 0.31], [0.17, -0.23, -0.18], [0.23, -0.18, 0.23], [-0.22, -0.43, -0.03]],
  "mulliken_charge": [-0.856, -0.191, 0.984, -1.068, -0.233, -1.006, 0.241, 0.254, 0.157, 0.268, 0.262, 0.220, 0.363, 0.338, 0.268],
  "lumo_ev": 1.04,
  "de_lowest_kcal_mol": 34.03,
  "energy_ev": -6819.5192,
  "smiles": "C=CC(=C)NC",
  "gap_ev": 8.8788,
  "multiplicity": 1,
  "total_charge": 0
}

---

(4)
{
  "formula": "C5H9N",
  "method": "ωB97M-V with the def2-TZVPD basis set",
  "elements": ["C", "N", "C", "C", "C", "C", "H", "H", "H", "H", "H", "H", "H", "H", "H"],
  "positions_angstrom": [[-0.70752, -2.31346, 1.74592], [0.11480, -1.42344, 2.07965], [0.64762, -0.58748, 1.08575], [-0.05301, 0.30994, 0.39945], [0.54664, 1.31170, -0.55802], [-0.18648, 1.30134, -1.89831], [-1.12122, -2.91858, 2.55202], [-0.99993, -2.45436, 0.71053], [1.71880, -0.66252, 0.93124], [-1.12181, 0.39951, 0.61543], [0.60470, 2.28944, -0.07691], [1.53691, 0.91305, -0.79492], [-1.21174, 1.64649, -1.87838], [-0.13874, 0.28411, -2.28950], [0.37098, 1.90427, -2.62394]],
  "forces_ev_per_angstrom": [[-0.08, 0.07, 0.51], [0.49, 0.13, 0.04], [-0.07, 0.22, -0.37], [-0.39, 0.37, 0.31], [-0.19, -1.24, -0.06], [0.73, 0.16, -0.35], [-0.14, -0.13, -0.31], [-0.20, -0.22, -0.20], [0.08, -0.05, 0.21], [0.18, -0.02, -0.06], [0.07, 0.06, -0.24], [0.29, 0.54, 0.28], [-0.24, 0.02, 0.16], [-0.30, -0.04, 0.01], [-0.21, 0.12, 0.09]],
  "mulliken_charge": [-0.317, -0.453, -0.131, -0.280, -0.401, -1.123, 0.256, 0.305, 0.307, 0.324, 0.300, 0.249, 0.329, 0.317, 0.318],
  "lumo_ev": 1.13,
  "de_lowest_kcal_mol": 32.01,
  "energy_ev": -6819.6067,
  "smiles": "C=N/C=C/CC",
  "gap_ev": 9.9821,
  "multiplicity": 1,
  "total_charge": 0
}

---

(5)
{
  "formula": "C5H9N",
  "method": "ωB97M-V with the def2-TZVPD basis set",
  "elements": ["C", "C", "C", "C", "C", "N", "H", "H", "H", "H", "H", "H", "H", "H", "H"],
  "positions_angstrom": [[-0.13568, 0.63274, -0.10616], [-0.95900, -0.17909, 0.80080], [-0.22673, 0.39611, -1.58218], [0.07909, -1.36050, 0.90615], [1.87332, 0.90028, 0.19135], [2.16061, 1.97202, 0.51878], [-0.17066, 1.69638, 0.16422], [-1.10200, 0.28144, 1.77573], [-1.89488, -0.53031, 0.37000], [0.76847, 0.46059, -2.02747], [-0.68584, -0.55953, -1.82594], [-0.79992, 1.21508, -2.02572], [0.60461, -1.26457, 1.85360], [-0.42468, -2.31682, 0.80316], [0.91329, -1.34382, 0.18367]],
  "forces_ev_per_angstrom": [[0.37, 3.69, -0.44], [2.75, -1.41, 0.15], [0.52, 0.10, -0.26], [-0.17, -1.18, 0.53], [-3.02, -0.43, 0.24], [1.05, 0.28, 0.11], [-0.03, -0.48, -0.52], [-0.16, 0.00, -0.15], [0.12, 0.23, -0.26], [-0.31, -0.15, -0.08], [0.04, -0.05, -0.01], [-0.17, -0.16, 0.06], [-0.18, -0.28, 0.20], [0.07, -0.26, 0.39], [-0.89, 0.11, 0.04]],
  "mulliken_charge": [0.034, -0.413, -1.116, -1.139, 0.024, -0.472, 0.454, 0.263, 0.329, 0.315, 0.335, 0.357, 0.385, 0.305, 0.339],
  "lumo_ev": -0.56,
  "de_lowest_kcal_mol": 83.51,
  "energy_ev": -6817.3735,
  "gap_ev": 10.0329,
  "multiplicity": 1,
  "total_charge": 0
}

---

(6)
{
  "formula": "C5H9N",
  "method": "ωB97M-V with the def2-TZVPD basis set",
  "elements": ["C", "C", "C", "N", "C", "C", "H", "H", "H", "H", "H", "H", "H", "H", "H"],
  "positions_angstrom": [[-1.23837, 0.78972, 0.49793], [-1.80224, -0.22260, -0.45910], [-0.52930, -0.51678, 0.28414], [0.71777, -0.60464, -0.43506], [2.20368, -0.61297, 0.43370], [1.74063, 0.45017, -0.48153], [-0.82448, 1.70322, 0.08115], [-1.73277, 0.92601, 1.45631], [-2.70351, -0.76572, -0.18921], [-1.69878, -0.00353, -1.51766], [-0.58528, -1.22856, 1.10307], [1.84478, -0.35497, 1.44201], [1.08777, -1.52421, -0.65290], [2.18578, 0.58047, -1.47127], [1.33434, 1.38438, -0.09157]],
  "forces_ev_per_angstrom": [[0.08, 0.13, 0.09], [-0.09, -0.10, -0.15], [0.03, -0.13, 0.19], [0.04, -0.11, 0.23], [0.04, 0.35, 0.39], [0.08, 0.14, -0.09], [-0.01, -0.22, 0.02], [0.12, -0.04, -0.18], [0.19, 0.08, -0.02], [-0.01, -0.03, 0.16], [-0.06, 0.09, -0.09], [0.11, 0.14, -0.03], [-0.55, -0.05, -0.65], [-0.01, -0.08, 0.22], [0.04, -0.15, -0.07]],
  "mulliken_charge": [-0.662, -0.541, 0.004, -0.228, -0.687, -0.204, 0.290, 0.230, 0.239, 0.253, 0.372, 0.127, 0.417, 0.196, 0.192],
  "lumo_ev": 1.07,
  "de_lowest_kcal_mol": 112.75,
  "energy_ev": -6816.1056,
  "gap_ev": 8.8327,
  "multiplicity": 1,
  "total_charge": 0
}